2 unconnected molecules or ions with the total composition C3H12N3S in a non-equilibrium geometry, computed with the ωB97M-V functional and the def2-TZVPD basis.

Structure (XYZ):
```
19
Properties=species:S:1:pos:R:3:forces:R:3
H 1.374 -0.284 -1.651 0.07 0.09 -0.03
H -1.894 -0.625 -1.759 0.29 -0.35 -0.48
H 2.411 1.071 -1.180 0.04 -0.03 0.14
H 1.474 -2.569 -0.259 -0.28 -0.22 0.03
C 0.951 -1.885 0.403 0.18 0.34 -0.04
C 1.587 0.434 -0.864 0.59 0.16 -0.12
N -1.080 -0.034 -1.517 -2.38 0.83 4.39
H -3.461 0.994 0.138 -0.56 0.63 -0.63
S 2.037 -0.426 0.645 -0.19 -0.42 0.51
H 0.653 -2.366 1.334 0.46 0.00 0.10
N -1.057 0.566 1.131 0.26 -4.13 -2.91
H -0.230 -0.048 1.163 0.73 0.54 0.67
H 0.037 -1.524 -0.058 0.04 -0.39 -0.35
C -1.609 0.415 -0.112 0.97 3.34 -0.99
H -1.743 0.177 1.787 -0.03 1.12 0.63
N -2.622 1.404 -0.285 -0.17 -1.47 0.44
H 0.717 1.048 -0.679 0.15 0.32 -0.18
H -1.421 0.885 -1.827 0.38 -0.34 -1.47
H -2.315 2.206 0.262 -0.53 -0.01 0.32
```
Forces are in eV/Å.

Summary:
Total energy: -683.590571 Ha
Spin multiplicity: 1
Energy relative to the best compared isomer or geometry (same formula, charge and spin): 462.4 kJ/mol
Kohn-Sham gap: 5.926 eV
E_HOMO: -12.3 eV
Total charge: +1

Atom charges from the Löwdin analysis, given in e for atoms 1 to 2:
1. H 0.0404
2. H 0.1246

***

2 unconnected molecules or ions with the total composition C3H12N3S in a non-equilibrium geometry, computed with the ωB97M-V functional and the def2-TZVPD basis.

Structure (XYZ):
```
19
Properties=species:S:1:pos:R:3:forces:R:3
H 0.073 -1.655 0.966 -0.15 0.42 -0.01
H 2.803 -0.540 1.152 -0.25 -0.39 0.52
H 3.651 -0.466 -0.141 1.45 0.68 -0.86
H 1.133 0.302 -0.074 0.26 0.37 -0.12
N -0.879 0.847 -0.047 -1.39 -1.79 -0.30
S -3.404 -0.468 0.142 -2.40 -0.68 2.63
H -3.489 -0.265 -1.117 0.03 0.33 -2.00
C -1.342 -0.364 -0.045 1.99 1.74 -1.11
N 2.728 -0.625 0.152 -0.73 1.07 0.40
C -0.517 -1.561 0.037 0.60 -0.94 0.74
H 0.624 2.052 -0.120 0.96 0.27 0.02
N 0.451 1.074 -0.069 -0.53 0.90 0.30
H -1.231 -2.372 0.117 0.09 -0.64 -0.30
C -1.768 2.021 -0.188 -1.84 0.38 0.28
H -2.662 2.171 0.483 1.32 -1.08 0.46
H -1.217 2.905 -0.053 0.95 1.04 0.13
H -2.336 2.142 -1.106 0.84 -0.62 -0.89
H 0.231 -1.774 -0.759 -0.83 0.50 0.04
H 2.565 -1.556 -0.117 -0.38 -1.56 0.04
```
Forces are in eV/Å.

Summary:
Total energy: -683.492734 Ha
Spin multiplicity: 3
Energy relative to the best compared isomer or geometry (same formula, charge and spin): 318.1 kJ/mol
Kohn-Sham gap (spin up / spin down): 7.087 / 5.911 eV
<S²>: 2.010
E_HOMO (spin up / spin down): -10.3 / -13.1 eV
Total charge: +1

Atom charges from the Löwdin analysis, given in e for atoms 1 to 2:
1. H 0.1015
2. H 0.0527

***

A single C3H12N4 molecule in a non-equilibrium geometry, computed with the ωB97M-V functional and the def2-TZVPD basis.

Structure (XYZ):
```
19
Properties=species:S:1:pos:R:3:forces:R:3
H 0.310 -1.334 -1.358 -0.04 0.05 0.02
C -0.677 -0.876 -1.248 0.18 0.12 0.11
H -2.670 0.073 1.301 0.14 -0.03 -0.20
H -0.758 -0.046 -1.957 -0.05 -0.02 0.09
H 1.491 0.667 -1.438 -0.07 -0.17 0.03
C -0.231 0.865 0.633 3.24 -1.99 -0.36
H -0.776 -1.234 0.894 0.45 0.14 -0.16
H -3.021 -0.631 -0.123 0.07 0.04 0.10
H -1.415 -1.632 -1.536 0.09 0.08 0.11
N 1.989 0.974 -0.604 -0.31 0.55 -0.44
H -0.471 1.720 -0.007 0.07 -0.28 0.18
H 2.281 -1.071 0.426 -0.35 -0.05 0.07
C -0.905 -0.416 0.181 -3.63 1.32 0.54
H -0.453 1.066 1.685 -0.15 0.09 -0.26
H 2.561 -0.286 1.798 -0.27 0.12 -0.12
N -2.416 0.062 0.314 1.27 -0.98 -0.45
N 1.809 -0.532 1.153 0.07 -0.45 0.20
H 2.049 1.990 -0.691 0.13 -0.30 0.24
N 1.304 0.640 0.579 -0.84 1.76 0.31
```
Forces are in eV/Å.

Summary:
Structure (SMILES): C[C@H](N)CN(N)N
Total energy: -340.435653 Ha
Spin multiplicity: 1
Energy relative to the best compared isomer or geometry (same formula, charge and spin): 248.8 kJ/mol
Kohn-Sham gap: 9.145 eV
E_HOMO: -8.1 eV
Total charge: 0

Atom charges from the Löwdin analysis, given in e for atoms 1 to 2:
1. H 0.0680
2. C -0.0807

***

2 unconnected molecules or ions with the total composition C3H12N4 in a non-equilibrium geometry, computed with the ωB97M-V functional and the def2-TZVPD basis.

Structure (XYZ):
```
19
Properties=species:S:1:pos:R:3:forces:R:3
N -0.231 1.213 -2.610 -0.48 0.38 -0.31
N -0.600 1.410 0.353 -0.28 0.31 -0.14
C -0.611 0.041 0.779 0.81 -1.46 -0.96
H -0.119 -1.207 3.725 -0.17 0.07 -0.23
H -1.656 -0.296 0.787 0.07 0.01 0.10
H 0.858 0.244 2.158 -0.12 -0.21 -0.15
H 0.311 -1.921 0.374 -0.17 -0.16 0.05
H -0.900 1.484 -0.621 0.37 0.08 0.35
H 1.184 -0.661 -0.425 -0.13 0.31 -0.18
H -1.172 -1.671 2.578 0.12 0.28 0.03
H 1.419 0.101 -3.275 -0.13 0.11 -0.14
H 0.329 1.808 0.440 -0.05 -0.01 -0.16
N -0.219 -1.336 2.718 0.28 -0.31 -0.09
H -0.437 -1.197 -1.056 0.28 0.07 -0.19
H -0.835 0.737 -3.280 0.29 -0.20 -0.04
N -0.130 -0.006 2.137 -0.15 0.39 0.81
C 0.979 0.882 -2.647 0.16 -0.28 -0.06
C 0.175 -0.994 -0.179 -0.84 0.55 1.23
H 1.657 1.369 -1.956 0.15 0.07 0.10
```
Forces are in eV/Å.

Summary:
Structure (SMILES): C[C@H](N)NN.C=N
Total energy: -340.437238 Ha
Spin multiplicity: 1
Energy relative to the best compared isomer or geometry (same formula, charge and spin): 244.6 kJ/mol
Kohn-Sham gap: 8.829 eV
E_HOMO: -7.8 eV
Total charge: 0

Atom charges from the Löwdin analysis, given in e for atoms 1 to 2:
1. N 0.0181
2. N 0.0333

***

A molecular structure, C3H12N4 in a non-equilibrium geometry, computed with the ωB97M-V functional and the def2-TZVPD basis.

Structure (XYZ):
```
19
Properties=species:S:1:pos:R:3:forces:R:3
H -3.229 -0.893 -1.056 1.00 -0.70 0.59
H -0.247 2.438 0.101 1.39 1.81 -0.20
H 1.897 -1.707 -0.744 -0.40 1.35 0.56
H 2.283 1.730 0.196 0.25 2.03 0.80
N -1.296 -0.568 0.003 1.29 0.21 -1.25
H 0.985 0.166 1.532 0.06 -0.54 -0.99
H 3.209 0.226 -0.119 -1.48 1.11 -0.04
N -2.772 -0.779 -0.118 -0.28 0.12 1.40
H -3.220 0.041 0.253 -0.59 0.76 0.48
C 2.181 0.807 -0.256 1.46 -2.88 1.30
H 1.650 -2.185 0.786 -1.58 2.06 -1.11
H 2.174 0.889 -1.307 -0.65 0.09 -1.58
N -0.916 1.755 -0.054 -3.29 0.44 0.27
H 0.297 -1.510 -0.281 0.68 -1.50 0.56
H -1.947 2.046 0.015 2.06 -0.19 0.33
C 1.199 -0.049 0.454 6.18 0.89 2.94
N 1.293 -1.406 0.069 0.06 -4.10 -0.26
C -0.611 0.509 -0.102 -5.77 -1.22 -2.28
H -2.929 -1.510 0.627 -0.38 0.30 -1.53
```
Forces are in eV/Å.

Summary:
Total energy: -339.593828 Ha
Spin multiplicity: 3
Energy relative to the best compared isomer or geometry (same formula, charge and spin): 461.4 kJ/mol
Kohn-Sham gap (spin up / spin down): 6.593 / 6.905 eV
<S²>: 2.010
E_HOMO (spin up / spin down): -13.9 / -18.8 eV
Total charge: +2

Atom charges from the Löwdin analysis, given in e for atoms 1 to 2:
1. H 0.2089
2. H 0.1082

***

2 unconnected molecules or ions with the total composition C3H12N4O in a non-equilibrium geometry, computed with the ωB97M-V functional and the def2-TZVPD basis.

Structure (XYZ):
```
20
Properties=species:S:1:pos:R:3:forces:R:3
C -1.418 1.201 -0.708 -0.99 -3.23 1.18
H -1.505 -0.078 0.989 0.01 0.02 -0.31
H 0.972 0.298 -1.346 0.40 -0.05 0.23
H 3.023 1.364 1.143 -0.19 -0.05 0.06
O 0.982 -1.983 0.762 -1.10 1.07 0.20
H -0.968 1.232 -1.698 0.47 -0.04 0.27
N 2.012 1.331 1.272 -0.14 -0.20 -0.22
H -1.205 2.056 -0.073 0.34 -0.16 -0.03
H -0.997 -2.214 -0.428 0.15 -0.03 -0.13
N 1.498 0.252 0.548 -0.34 -0.79 0.37
H -2.496 1.146 -0.887 -0.03 0.46 -0.03
H 2.031 -0.867 -0.986 0.11 0.11 0.26
H -1.882 -1.265 -1.632 0.10 0.20 0.07
N 1.836 0.121 -0.812 -0.62 0.07 -0.01
H 0.989 -0.668 2.311 -1.12 0.29 -0.16
N -1.109 -0.204 0.060 -0.74 2.99 -1.23
H -2.622 -1.700 -0.081 -0.09 0.17 -0.20
C 0.919 -0.841 1.220 4.08 -0.31 -0.56
H 1.629 2.202 0.911 0.05 -0.17 0.01
C -1.689 -1.383 -0.564 -0.35 -0.33 0.22
```
Forces are in eV/Å.

Summary:
Structure (SMILES): NN(N)C=O.CNC
Total energy: -415.651834 Ha
Spin multiplicity: 1
Energy relative to the best compared isomer or geometry (same formula, charge and spin): 380.8 kJ/mol
Kohn-Sham gap: 9.348 eV
E_HOMO: -8.5 eV
Total charge: 0

Atom charges from the Löwdin analysis, given in e for atoms 1 to 2:
1. C -0.0463
2. H 0.0923